[1]
115
Properties=species:S:1:pos:R:3 method="wB97M-V/def2-TZVPD" lumo_energy_ha=-0.306 orbital_gap_ev=2.27 total_charge=+1
Y 0.59652 1.95797 5.59692
C -0.54806 6.90566 2.60418
C -0.11193 7.26702 3.99477
O 0.11787 6.10287 4.77282
H 0.17601 6.31210 2.04604
H -0.67463 7.80906 2.00757
H -1.47520 6.33397 2.64505
H -0.95288 7.83093 4.39838
H 0.71284 7.97963 4.00183
C 0.47031 2.17177 -1.54693
F 0.44428 1.53913 -2.72253
F 1.70140 2.46185 -1.27713
F -0.28677 3.24937 -1.56391
S -0.26649 1.05271 -0.12156
O -1.67381 0.81391 -0.48429
O 0.50850 -0.14027 -0.01312
O -0.17427 1.84611 1.13442
C -6.54777 -1.97126 -2.76173
C -7.78004 -2.48538 -3.58569
C -7.21394 -2.95649 -4.86909
O -5.97390 -3.55908 -4.40808
C -5.53354 -3.05562 -3.09944
H -6.74812 -1.85253 -1.69690
H -6.27719 -0.97174 -3.10210
H -8.52531 -1.69438 -3.66927
H -8.24822 -3.25299 -2.96952
H -7.06518 -2.14110 -5.57698
H -7.93991 -3.67328 -5.25285
H -4.52065 -2.68235 -3.25049
H -5.47904 -3.84292 -2.34759
C 2.46963 -7.35173 -3.51520
C 1.13908 -6.62397 -3.46813
C 1.18077 -5.75094 -2.22357
O 1.79538 -6.64783 -1.34225
C 2.84672 -7.30490 -2.05189
H 3.24428 -6.70449 -3.92643
H 2.39390 -8.28850 -4.06732
H 0.27178 -7.27260 -3.34499
H 0.90498 -6.05229 -4.36618
H 0.22976 -5.35999 -1.86184
H 1.78217 -4.86977 -2.44708
H 2.92053 -8.32342 -1.67076
H 3.77726 -6.76725 -1.86986
O -4.43381 2.60430 4.80323
C -5.61180 2.73406 4.36831
O -6.68862 2.82046 5.21720
C -7.92914 2.95623 4.51492
C -7.57412 3.01742 3.05439
C -6.05731 3.03543 2.95144
H -8.45260 3.84881 4.85754
H -8.52097 2.06325 4.71595
H -7.95417 3.92362 2.58273
H -8.00229 2.18843 2.49088
H -5.79848 4.04477 2.63154
H -5.56393 2.34458 2.26777
O 7.16032 -2.84265 -1.95079
C 6.51018 -2.04364 -2.66299
O 6.02221 -2.39913 -3.87118
C 5.25334 -1.41732 -4.45714
C 5.80808 -0.13594 -3.83221
C 6.07233 -0.58666 -2.37916
H 4.20571 -1.50542 -4.16937
H 5.45672 -1.38947 -5.52764
H 5.06293 0.64581 -3.97957
H 6.69039 0.22361 -4.36170
H 5.22521 -0.65259 -1.69641
H 6.88589 0.03121 -1.99909
O 3.87845 -1.75603 4.79165
C 4.83718 -2.45852 4.41974
O 6.07172 -2.15651 4.67660
C 6.99955 -3.20873 4.39109
C 6.14014 -4.32187 3.82706
C 4.75094 -3.76423 3.64110
H 7.54859 -3.49894 5.28687
H 7.76611 -2.93738 3.66523
H 6.07337 -5.18102 4.49452
H 6.59032 -4.50889 2.85214
H 3.96408 -4.40395 4.04072
H 4.60984 -3.60175 2.57255
O -1.66494 -2.46437 4.16117
C -2.02825 -3.58990 3.81645
O -1.35214 -4.68504 4.16170
C -2.10303 -5.90137 3.98496
C -3.17247 -5.46952 2.96271
C -3.29136 -3.94099 3.13120
H -2.52446 -6.24185 4.93078
H -1.45193 -6.73004 3.70660
H -4.11095 -6.02193 3.00962
H -2.76949 -5.63339 1.96328
H -4.12740 -3.57265 3.72573
H -3.31080 -3.42884 2.16921
O -1.52677 7.48767 -5.77934
C -2.53221 6.84362 -5.41194
O -3.34695 7.29875 -4.44043
C -4.41316 6.39272 -4.18476
C -4.42790 5.41873 -5.35813
C -2.96833 5.47479 -5.79501
H -5.37646 6.89625 -4.10342
H -4.22595 5.81123 -3.28203
H -5.18106 5.84895 -6.01825
H -4.73748 4.40385 -5.10860
H -2.75141 5.37144 -6.85820
H -2.33592 4.67344 -5.41290
O 4.63166 3.47539 2.93473
C 5.69873 3.81846 2.42491
O 6.67128 2.97139 2.17053
C 7.86299 3.67430 1.73167
C 7.62669 5.12165 2.18388
C 6.17044 5.27983 2.17270
H 8.05819 3.61908 0.66071
H 8.74374 3.31117 2.26129
H 8.07965 5.77769 1.44055
H 8.05375 5.38453 3.15166
H 5.74389 5.48633 1.19112
H 5.72678 6.09013 2.75121

=====

[2]
27
Properties=species:S:1:pos:R:3 method="wB97M-V/def2-TZVPD" lumo_energy_ha="-0.132 / -0.132" orbital_gap_ev="8.15 / 8.14" total_charge=+1
C 2.90371 1.91052 -0.08043
C 2.22267 0.93263 -0.21791
C -2.55556 0.41976 -0.98520
C -1.47252 1.43421 -0.57632
C -2.25795 -0.96200 -0.33261
C -0.59046 0.96064 0.54386
C 0.00708 1.97801 1.39703
C 1.85627 -2.65325 -0.02591
C 1.35693 -0.17355 -0.25443
N 1.47806 -1.34842 0.57590
S -1.32160 -0.49703 1.21153
H 3.31105 2.87141 -0.16792
H -3.42234 0.91172 -0.72354
H -2.75445 0.12213 -1.98279
H -0.90389 1.64459 -1.37970
H -1.90680 2.31923 -0.29978
H -3.18445 -1.32380 0.10586
H -1.57333 -1.48096 -1.03130
H 0.11953 1.57028 2.33294
H -0.61502 2.99295 1.42846
H 1.06715 2.29616 0.83664
H 1.04091 -3.25608 -0.33037
H 2.28997 -2.31757 -0.88750
H 2.60196 -3.21675 0.69173
H 0.84048 -0.45754 -1.08018
H 0.61614 -1.64828 1.17604
H 1.94891 -1.01986 1.40994

=====

[3]
36
Properties=species:S:1:pos:R:3 method="wB97M-V/def2-TZVPD" lumo_energy_ha=-0.103 orbital_gap_ev=8.45 total_charge=+1 smiles="COc1ccc([C@@H](OC)N2CC[NH+]=C2C)cc1"
C 3.99602 -1.18869 1.68106
O 3.31140 0.06989 1.74470
C 1.95350 0.09457 1.81752
C 1.36919 1.36933 1.97697
C 0.02580 1.48342 2.28584
C -0.80532 0.38397 2.37081
C -2.31511 0.71379 2.65230
O -2.93978 -0.53012 2.72487
C -4.33176 -0.45867 2.41379
N -2.78944 1.57033 3.89155
C -1.86509 1.33644 4.98162
C -2.39906 2.16375 6.10583
N -3.77382 2.36077 5.68253
C -3.91782 2.12766 4.36587
C -5.14669 2.50783 3.61668
C -0.26055 -0.90488 2.15928
C 1.10295 -1.05345 1.83007
H 5.03939 -0.88474 1.65788
H 3.80309 -1.81834 2.56365
H 3.75249 -1.76459 0.77447
H 1.98856 2.25310 1.90861
H -0.45127 2.44168 2.49980
H -2.66531 1.43882 1.84611
H -4.62495 -1.47545 2.20565
H -4.88769 -0.06820 3.27597
H -4.53190 0.17054 1.52670
H -1.86814 0.26190 5.26223
H -0.87297 1.61564 4.60675
H -2.33318 1.66896 7.07617
H -1.82487 3.10315 6.13356
H -4.42840 2.89162 6.26290
H -5.58653 3.44763 3.98524
H -4.86888 2.64676 2.59016
H -5.90534 1.74456 3.73500
H -0.83537 -1.83762 2.24241
H 1.55263 -2.02189 1.60915

=====

[4]
17
Properties=species:S:1:pos:R:3 method="wB97M-V/def2-TZVPD" lumo_energy_ha=0.016 orbital_gap_ev=8.21 total_charge=0 smiles="C=C[C@@](C)(N)N=C"
C 1.03417 -1.61501 -0.77716
C -0.06825 -1.08434 -0.17050
C -0.62682 0.23676 0.19413
C -0.83355 1.17857 -0.97093
N -1.71290 0.29638 1.09154
N 0.65127 0.11761 1.27831
C 1.79018 0.65507 1.07937
H 1.93710 -1.84722 -0.22483
H 0.95716 -2.05816 -1.76435
H -1.03666 -1.53144 -0.52295
H -0.19829 0.95803 -1.83369
H -1.85853 1.12220 -1.35776
H -0.64818 2.21986 -0.68212
H -2.58530 -0.03793 0.70410
H -1.48124 -0.17989 1.95705
H 2.19442 0.83991 0.07438
H 2.48541 0.72960 1.92541

=====

[5]
18
Properties=species:S:1:pos:R:3 method="wB97M-V/def2-TZVPD" multiplicity=2 lumo_energy_ha="-0.315 / -0.342" orbital_gap_ev="4.12 / 3.40" total_charge=+1
Al -19.97856 13.61415 8.93276
P -21.78545 13.52453 11.81734
O -20.74313 14.64667 11.54354
O -21.33553 12.09694 12.14543
O -22.30806 13.07334 10.47695
O -23.11760 13.56603 12.53347
C -22.10731 12.35586 5.65605
O -21.68142 12.83928 6.71861
N -23.44624 12.18889 5.44890
C -24.02551 11.54874 4.24194
C -24.48221 12.63258 6.34601
H -21.48015 12.01624 4.81729
H -23.23516 11.25473 3.55129
H -24.62312 12.23304 3.63969
H -24.44155 10.55010 4.37510
H -25.02843 11.70343 6.50855
H -24.20598 13.04491 7.31647
H -25.08228 13.42456 5.89792

=====

[6]
14
Properties=species:S:1:pos:R:3 method="wB97M-V/def2-TZVPD" lumo_energy_ha="-0.043 / -0.043" orbital_gap_ev="7.77 / 7.77" total_charge=0
C -1.64296 -0.28678 0.84890
C -0.45369 -0.30648 -0.32177
C 0.49049 -0.54912 0.73864
O -0.33321 0.82894 -0.94247
C 1.65478 0.90741 -1.29524
O 1.96395 0.59428 -2.41441
H -1.78744 -1.20427 1.42348
H -1.55150 0.58305 1.49997
H -2.50644 -0.13839 0.19803
H -0.68854 -1.21022 -0.91357
H 0.77205 0.29807 1.35990
H 1.68066 0.09718 -0.42981
H 0.67381 -1.54674 1.13652
H 1.72804 1.93307 -0.88817